No. 1
Density functional theory data (ωB97M-V/def2-TZVPD) for a cluster of 2 separate species, C7H12N2 in total in a non-equilibrium geometry.

Calculated total energy   -10425.43493 eV
Total charge   0
Relative energy (zero: lowest compared OMol25 entry of this formula, charge and spin)   776.0 kJ/mol
Orbital gap   8.15 eV

Positions of all 21 atoms, in Å:
C1 2.943 -0.721 -0.146
C2 1.278 -0.521 -0.130
C3 0.753 0.718 -0.010
C4 1.326 2.185 0.033
C5 -1.827 0.050 0.069
C6 -1.319 -1.461 -0.087
C7 0.331 -1.750 0.286
H1 2.943 -1.829 -0.781
H2 3.468 -1.052 0.831
H3 3.707 0.203 -0.514
H4 0.729 2.668 0.992
H5 2.478 2.272 -0.174
H6 1.073 3.094 -0.683
H7 -1.223 2.156 -0.591
H8 -3.514 1.338 0.028
H9 -1.259 -1.576 -1.104
H10 -2.314 -2.080 -0.006
H11 0.402 -1.906 1.415
H12 0.399 -2.714 -0.335
N1 -0.789 0.903 0.289
N2 -3.182 0.301 -0.168

Cartesian forces (eV/Å) of the 3 atoms listed first:
-0.19 -2.11 -1.10
1.24 0.45 1.86
-2.77 1.38 -0.61

=====

No. 2
Density functional theory data (ωB97M-V/def2-TZVPD) for a structure of composition C33H39N5Tm in a non-equilibrium geometry.

Calculated total energy   -71829.08220 eV
Total charge   -1
⟨S²⟩   2.02
Relative energy (zero: lowest compared OMol25 entry of this formula, charge and spin)   338.1 kJ/mol
Spin multiplicity   3
Orbital gap (alpha / beta)   4.61 / 4.49 eV

Positions of all 78 atoms, in Å:
Tm1 0.370 -0.390 0.439
N1 1.331 -3.352 4.010
N2 0.301 -2.272 -1.411
C1 1.390 2.031 0.307
C2 2.407 1.066 0.600
C3 2.274 0.725 1.986
C4 3.097 -0.193 2.734
H1 3.942 -0.618 2.197
H2 2.372 -1.423 2.857
H3 3.244 0.005 3.800
C5 1.147 1.417 2.519
C6 0.689 1.297 3.927
H4 1.160 2.037 4.596
H5 0.927 0.310 4.349
H6 -0.396 1.423 4.023
C7 0.620 2.243 1.494
C8 -0.555 3.142 1.625
H7 -1.374 2.651 2.167
H8 -0.945 3.419 0.640
H9 -0.344 4.084 2.159
C9 3.402 0.498 -0.358
H10 4.306 1.127 -0.458
H11 2.987 0.406 -1.376
H12 3.734 -0.508 -0.059
C10 1.103 2.608 -1.037
H13 0.027 2.795 -1.169
H14 1.403 1.923 -1.845
H15 1.615 3.565 -1.239
C11 0.276 -3.723 4.701
H16 0.395 -3.537 5.761
C12 -0.857 -4.291 4.098
H17 -1.512 -4.780 4.794
C13 -1.034 -4.175 2.724
H18 -1.899 -4.654 2.290
C14 -0.134 -3.412 1.977
H19 -0.318 -3.157 0.930
C15 1.033 -2.975 2.711
C16 2.056 -2.242 2.297
H20 2.370 -2.451 1.214
C17 -0.082 -1.065 -1.878
C18 1.159 -2.902 -2.289
H21 1.818 -3.713 -2.064
C19 0.873 -2.370 -3.531
H22 1.059 -2.752 -4.549
N3 0.112 -1.194 -3.241
C20 -0.008 -0.015 -3.974
C21 1.102 0.420 -4.719
C22 0.979 1.646 -5.377
H23 1.789 1.954 -6.033
C23 -0.149 2.443 -5.209
C24 -0.322 3.643 -6.063
H24 -0.849 4.434 -5.536
H25 -0.899 3.400 -6.958
H26 0.646 4.015 -6.390
C25 -1.124 2.093 -4.270
H27 -1.964 2.755 -4.066
C26 -1.064 0.862 -3.617
C27 -2.080 0.537 -2.559
H28 -2.146 -0.534 -2.303
H29 -3.073 0.872 -2.904
H30 -1.908 1.104 -1.618
C28 2.410 -0.314 -4.712
H31 2.332 -1.381 -4.963
H32 2.950 -0.230 -3.749
H33 3.047 0.150 -5.474
N4 -5.312 -0.649 3.754
C29 -4.105 -0.429 3.168
C30 -2.913 -0.877 3.782
C31 -1.705 -0.686 3.130
N5 -1.616 -0.187 1.853
C32 -2.758 0.367 1.325
C33 -3.998 0.235 1.929
H34 -5.406 -1.111 4.637
H35 -6.176 -0.331 3.315
H36 -2.939 -1.386 4.744
H37 -0.762 -0.963 3.615
H38 -2.631 0.920 0.387
H39 -4.894 0.620 1.436

Cartesian forces (eV/Å) of the 3 atoms listed first:
0.24 -0.97 0.93
-1.91 0.97 0.98
2.52 1.38 3.03

=====

No. 3
Density functional theory data (ωB97M-V/def2-TZVPD) for a structure of composition C12H19ClIrN2O2SbSe4 in a non-equilibrium geometry.

Calculated total energy   -303115.16632 eV
Total charge   -2
Relative energy (zero: lowest compared OMol25 entry of this formula, charge and spin)   367.8 kJ/mol
Orbital gap (alpha / beta)   5.19 / 5.49 eV

Positions of all 42 atoms, in Å:
Ir1 -1.264 0.264 0.657
Se1 -4.611 2.373 4.857
Sb1 -2.525 1.275 4.074
Se2 -2.175 2.179 1.659
Se3 -1.673 -1.087 2.474
Se4 -0.629 2.071 5.444
N1 1.198 1.043 2.589
C1 2.414 1.628 2.060
C2 2.866 0.986 0.743
C3 1.947 1.237 -0.465
N2 0.773 0.360 -0.590
H1 0.874 1.594 3.385
H2 1.366 0.107 2.943
H3 3.244 1.574 2.782
H4 2.218 2.689 1.880
H5 2.982 -0.097 0.876
H6 3.852 1.398 0.506
H7 2.543 1.136 -1.382
H8 1.594 2.270 -0.430
H9 1.078 -0.599 -0.718
H10 0.303 0.642 -1.464
C4 -2.008 3.436 -2.600
C5 -1.343 2.129 -2.153
O1 -0.387 1.688 -2.830
O2 -1.844 1.605 -1.118
H11 -2.405 3.331 -3.611
H12 -1.259 4.228 -2.604
H13 -2.805 3.688 -1.904
Cl1 2.230 -5.580 -1.524
C6 1.015 -4.343 -1.280
C7 0.141 -4.438 -0.207
C8 -0.822 -3.465 -0.023
C9 -0.942 -2.365 -0.890
C10 -1.954 -1.324 -0.697
C11 -0.052 -2.321 -1.976
C12 0.919 -3.291 -2.172
H14 0.212 -5.274 0.477
H15 -1.495 -3.534 0.822
H16 -2.880 -1.702 -0.271
H17 -2.145 -0.755 -1.606
H18 -0.143 -1.513 -2.695
H19 1.593 -3.240 -3.018

Cartesian forces (eV/Å) of the 3 atoms listed first:
0.21 0.14 -2.01
0.47 -0.77 -0.16
0.48 0.47 -0.56

=====

No. 4
Density functional theory data (ωB97M-V/def2-TZVPD) for a structure of composition C13H20ClN3O2Re in a non-equilibrium geometry.

Calculated total energy   -37005.12485 eV
Total charge   +2
⟨S²⟩   3.77
Relative energy (zero: lowest compared OMol25 entry of this formula, charge and spin)   1.0 kJ/mol
Spin multiplicity   4
Orbital gap (alpha / beta)   9.32 / 6.18 eV

Positions of all 40 atoms, in Å:
Cl1 -1.890 3.680 -3.409
C1 -0.745 -1.409 -2.348
C2 0.679 -1.659 -2.276
C3 1.357 -0.571 -2.938
H1 1.149 -2.512 -1.809
C4 0.344 0.338 -3.484
C5 -0.949 -0.207 -3.115
H2 -1.887 0.257 -3.416
H3 -1.519 -2.024 -1.914
H4 2.424 -0.417 -3.066
C6 0.592 1.392 -4.489
Re1 0.236 0.338 -1.374
C7 1.705 1.500 -0.747
O1 2.560 2.152 -0.300
C8 -1.138 1.733 -0.991
O2 -1.948 2.545 -0.742
H5 1.556 1.890 -4.323
H6 -0.201 2.161 -4.454
H7 0.607 0.904 -5.475
C9 2.233 -1.302 2.638
N1 0.833 -0.896 2.723
C10 0.154 -1.210 3.976
C11 0.148 -0.500 1.636
N2 0.688 -0.659 0.435
N3 -1.066 0.103 1.835
C12 -1.220 1.240 2.738
C13 -2.294 -0.419 1.264
H8 2.316 -2.397 2.740
H9 2.781 -0.799 3.443
H10 2.676 -0.964 1.690
H11 -0.210 -0.299 4.463
H12 -0.694 -1.893 3.801
H13 0.894 -1.685 4.607
H14 1.431 -1.364 0.466
H15 -1.627 2.079 2.166
H16 -1.889 1.020 3.574
H17 -0.243 1.527 3.128
H18 -2.815 0.379 0.729
H19 -2.066 -1.239 0.575
H20 -2.962 -0.811 2.044

Cartesian forces (eV/Å) of the 3 atoms listed first:
-0.14 0.18 -0.09
0.51 -0.03 -1.04
-0.25 0.70 -1.17